i.
{"formula": "C5H3NO", "method": "ωB97M-V/def2-TZVPD", "orbital_gap_ev": 10.45, "e_homo_ev": -9.67, "smiles": "N#Cc1ccoc1", "total_charge": 0, "elements": ["N", "C", "C", "C", "C", "O", "C", "H", "H", "H"], "coordinates": [[-3.1008, -0.1947, 0.7730], [-1.9789, -0.1646, 0.4855], [-0.6036, -0.1175, 0.1237], [0.3072, 0.9803, 0.2765], [1.4783, 0.5568, -0.2449], [1.3706, -0.7249, -0.6874], [0.1126, -1.1292, -0.4411], [0.1114, 1.9249, 0.7638], [2.4406, 1.0281, -0.3786], [-0.1373, -2.1592, -0.6705]]}

---

ii.
{"formula": "C5H3NO", "method": "ωB97M-V/def2-TZVPD", "orbital_gap_ev": 7.95, "e_homo_ev": -9.90, "total_charge": 0, "elements": ["C", "C", "C", "C", "C", "N", "O", "H", "H", "H"], "coordinates": [[2.3343, -0.0226, -0.4970], [-1.6390, -0.4489, -0.0507], [0.9201, 0.2054, -0.9055], [0.0310, 0.1475, 0.1127], [-2.0727, 0.3157, 0.9836], [3.3546, -0.1058, 0.0109], [-2.0871, -1.1423, -0.8928], [0.7274, 0.4654, -1.9587], [0.2207, 0.1433, 1.1965], [-1.7893, 0.4422, 2.0010]]}

---

Quick one: most stable of them? i

---

i.
{"formula": "FH3N2OS", "method": "ωB97M-V/def2-TZVPD", "orbital_gap_ev": 10.36, "e_homo_ev": -11.21, "total_charge": 0, "elements": ["N", "N", "O", "F", "S", "H", "H", "H"], "coordinates": [[-0.4920, -0.5211, 1.5030], [0.5926, -0.0546, -0.8445], [-1.6538, -1.4908, -0.5620], [-1.9845, 1.2628, -0.0836], [-0.7878, -0.4940, 0.0406], [0.3281, -0.0727, 1.9888], [0.8759, 0.8864, -0.6026], [0.5688, 0.0575, -1.8629]]}

---

ii.
{"formula": "FH3N2OS", "method": "ωB97M-V/def2-TZVPD", "orbital_gap_ev": 11.15, "e_homo_ev": -11.48, "smiles": "N=S(=N)=O.F", "total_charge": 0, "elements": ["N", "S", "N", "O", "H", "H", "F", "H"], "coordinates": [[-1.3856, -1.4991, 0.0074], [-1.2565, 0.0032, 0.0052], [0.1421, 0.6239, -0.0768], [-2.4391, 0.7859, 0.1577], [-0.5034, -1.9790, -0.0797], [0.1414, 1.6333, -0.0576], [3.1142, 0.1403, 0.0735], [2.1870, 0.2914, -0.0295]]}

---

Quick one: most stable of them? ii

---

i.
{"formula": "C2H3NO3", "method": "ωB97M-V/def2-TZVPD", "orbital_gap_ev": 10.54, "e_homo_ev": -10.13, "smiles": "O=C=NOCO", "total_charge": 0, "elements": ["O", "C", "N", "O", "C", "O", "H", "H", "H"], "coordinates": [[2.0050, -0.5322, 4.0618], [1.5849, -0.3141, 3.0192], [0.8695, -0.1727, 2.0641], [0.8002, 0.7710, 1.0392], [-0.0526, 0.4603, -0.0171], [0.5379, -0.3506, -0.9794], [-0.2927, 1.6586, -0.2372], [-0.9939, -0.0424, 0.1521], [1.5210, -0.4207, -0.8065]]}

---

ii.
{"formula": "C2H3NO3", "method": "ωB97M-V/def2-TZVPD", "orbital_gap_ev": 9.98, "e_homo_ev": -9.90, "smiles": "O=C(O)/C=N\\O", "total_charge": 0, "elements": ["O", "C", "O", "C", "N", "O", "H", "H", "H"], "coordinates": [[-1.5731, -0.2837, 1.6550], [-0.5196, -0.2744, 1.0972], [0.6589, -0.5968, 1.5830], [-0.8258, -0.2762, -0.3949], [-0.1362, 0.1827, -1.3384], [1.1746, 0.4403, -1.2540], [1.4767, -0.0970, 1.0599], [-1.8945, -0.0695, -0.3374], [1.6391, 0.9747, -2.0704]]}

---

iii.
{"formula": "C2H3NO3", "method": "ωB97M-V/def2-TZVPD", "orbital_gap_ev": 10.76, "e_homo_ev": -10.21, "smiles": "O=C=O.C=NO", "total_charge": 0, "elements": ["O", "C", "O", "C", "N", "O", "H", "H", "H"], "coordinates": [[-0.1218, -3.8087, -1.9559], [-0.3331, -2.9520, -2.6753], [-0.5235, -2.0644, -3.3694], [0.6940, -0.2779, 0.0099], [0.2050, 0.2314, 1.0170], [-1.1336, 0.0673, 1.2917], [0.1723, -1.0785, -0.7549], [1.7164, -0.1445, -0.0659], [-1.3218, 0.4688, 2.1485]]}

---

iv.
{"formula": "C2H3NO3", "method": "ωB97M-V/def2-TZVPD", "orbital_gap_ev": 9.21, "e_homo_ev": -9.16, "smiles": "O=C=O.CN=O", "total_charge": 0, "elements": ["O", "C", "O", "C", "N", "O", "H", "H", "H"], "coordinates": [[1.8598, -0.1851, 0.7970], [2.3881, -0.7851, -0.0508], [2.9343, -1.4321, -0.8410], [-1.3506, -0.0056, 0.0963], [-0.7484, 1.2566, 0.4426], [-0.3319, 1.9263, -0.4745], [-2.4579, 0.0864, 0.5236], [-0.8655, -0.8859, 0.4069], [-1.4280, 0.0246, -0.9001]]}

---

Quick one: most stable of them? iii

---

i.
{"formula": "C2H3NO3", "method": "ωB97M-V/def2-TZVPD", "orbital_gap_ev": [9.00, 7.87], "e_homo_ev": [-10.05, -8.81], "total_charge": 0, "elements": ["C", "C", "N", "O", "O", "O", "H", "H", "H"], "coordinates": [[-0.8210, -0.6941, -0.2655], [0.8620, 0.3316, -0.0291], [2.0905, -0.3840, -0.0714], [2.0858, -1.5827, -0.0533], [3.0919, 0.3050, -0.0237], [0.8885, 1.6345, -0.1766], [-1.7442, -0.1279, -0.1578], [-0.4045, -1.7152, -0.2384], [1.7646, 2.0002, -0.1492]]}

---

ii.
{"formula": "C2H3NO3", "method": "ωB97M-V/def2-TZVPD", "orbital_gap_ev": 10.68, "e_homo_ev": -10.10, "smiles": "O=C1NOCO1", "total_charge": 0, "elements": ["O", "C", "N", "O", "C", "O", "H", "H", "H"], "coordinates": [[-1.9968, -0.2916, -0.2032], [-0.7768, -0.0377, 0.1715], [-0.1184, 1.2193, 0.3351], [1.1209, 0.7527, -0.3315], [1.4236, -0.6509, 0.0512], [0.0578, -1.0531, 0.1050], [-0.5855, 1.9780, -0.3264], [2.0594, -1.0757, -0.9445], [2.0187, -0.5705, 1.0261]]}

---

iii.
{"formula": "C2H3NO3", "method": "ωB97M-V/def2-TZVPD", "orbital_gap_ev": 9.68, "e_homo_ev": -10.24, "smiles": "O=CC(=O)NO", "total_charge": 0, "elements": ["O", "C", "C", "O", "N", "O", "H", "H", "H"], "coordinates": [[2.5534, 0.2834, 0.1815], [1.5695, -0.3203, -0.1718], [0.1807, 0.3498, -0.0920], [0.1234, 1.5621, -0.0976], [-0.9786, -0.4400, -0.0380], [-2.2404, 0.1636, 0.0160], [1.5681, -1.4439, -0.6559], [-0.8718, -1.2706, 0.6639], [-1.9043, 1.1158, 0.1938]]}

---

Quick one: most stable of them? iii

---

i.
{"formula": "C2H3NO3", "method": "ωB97M-V/def2-TZVPD", "orbital_gap_ev": 10.42, "e_homo_ev": -10.39, "smiles": "O=CN(O)C=O", "total_charge": 0, "elements": ["O", "C", "N", "O", "C", "O", "H", "H", "H"], "coordinates": [[2.0802, -0.8094, 0.0304], [0.8718, -1.0924, -0.1014], [-0.1146, -0.0390, -0.1787], [-1.5610, -0.5409, -0.0041], [0.0027, 1.3284, -0.1501], [1.0376, 1.9530, 0.0938], [0.5342, -2.1505, -0.1732], [-1.8347, -0.3956, 1.0215], [-1.0162, 1.7464, -0.5382]]}

---

ii.
{"formula": "C2H3NO3", "method": "ωB97M-V/def2-TZVPD", "orbital_gap_ev": [8.28, 7.80], "e_homo_ev": [-9.75, -9.18], "smiles": "C=C(O)[N+](=O)[O-]", "total_charge": 0, "elements": ["C", "C", "O", "N", "O", "O", "H", "H", "H"], "coordinates": [[-0.8223, -0.2885, 0.0608], [0.6568, 0.3123, -0.3451], [1.5981, 0.4494, 0.5421], [0.8181, 1.0807, -1.4898], [-0.0408, 1.2571, -2.3305], [1.9183, 1.6460, -1.5160], [-0.7882, -0.7048, 1.0580], [-1.4381, -0.1120, -0.7146], [2.2579, 0.9969, 0.0347]]}

---

Quick one: most stable of them? i

---

i.
{"formula": "C2H9NO", "method": "ωB97M-V/def2-TZVPD", "orbital_gap_ev": 10.79, "e_homo_ev": -9.65, "smiles": "[H][H].C1CO1.N", "total_charge": 0, "elements": ["H", "H", "C", "C", "O", "H", "H", "H", "H", "N", "H", "H", "H"], "coordinates": [[-2.9492, -0.7241, -0.8033], [-3.5158, -0.3376, -1.0800], [0.4190, -1.3687, 0.1955], [1.2642, -0.7277, -0.8269], [1.4320, -0.4434, 0.5523], [-0.5644, -1.0069, 0.4746], [0.5688, -2.4228, 0.4105], [0.9757, -0.0302, -1.6084], [1.9796, -1.4971, -1.1315], [0.0510, 2.2719, 0.7315], [0.9137, 2.6750, 1.0388], [0.1602, 1.2629, 0.6864], [-0.7349, 2.3486, 1.3605]]}

---

ii.
{"formula": "C2H9NO", "method": "ωB97M-V/def2-TZVPD", "orbital_gap_ev": 9.45, "e_homo_ev": -8.78, "total_charge": 0, "elements": ["H", "O", "N", "H", "H", "C", "H", "H", "H", "C", "H", "H", "H"], "coordinates": [[-1.1195, 0.6803, 1.3522], [-1.9871, 1.3514, 1.8922], [-0.1428, 0.0462, 0.7834], [-1.7280, 1.5915, 2.7106], [0.7551, 0.4062, 1.0959], [0.0455, 0.0961, -0.7835], [0.3372, 1.0825, -1.0171], [-0.9865, -0.0455, -1.2700], [-0.3135, -0.9649, 1.0318], [1.1158, -0.8420, -1.2649], [0.7944, -1.0039, -2.2909], [2.0968, -0.4874, -1.3257], [1.1324, -1.9106, -0.9140]]}

---

iii.
{"formula": "C2H9NO", "method": "ωB97M-V/def2-TZVPD", "orbital_gap_ev": 10.24, "e_homo_ev": -9.24, "smiles": "CNC.O", "total_charge": 0, "elements": ["C", "N", "C", "H", "H", "H", "H", "H", "H", "H", "O", "H", "H"], "coordinates": [[-1.3717, 0.4614, -0.0475], [-0.1969, -0.1517, 0.5281], [0.2546, -1.4732, 0.0294], [-1.9187, -0.1876, -0.7503], [-2.1485, 0.8372, 0.6181], [-1.0381, 1.2811, -0.6985], [-0.3457, -0.3406, 1.5142], [-0.5091, -1.9765, -0.5735], [0.7584, -2.0135, 0.8125], [0.9844, -1.2345, -0.7735], [2.0471, 1.5356, -0.5327], [1.4527, 0.8838, -0.0988], [2.0314, 2.3785, -0.0274]]}

---

iv.
{"formula": "C2H9NO", "method": "ωB97M-V/def2-TZVPD", "orbital_gap_ev": 10.40, "e_homo_ev": -9.57, "smiles": "CCN.O", "total_charge": 0, "elements": ["C", "C", "N", "H", "H", "H", "H", "H", "H", "H", "O", "H", "H"], "coordinates": [[0.0000, 0.0000, 0.0000], [0.9039, 0.3017, 1.1584], [0.9562, 1.7724, 1.2910], [0.1533, 0.7650, -0.7797], [-1.0628, 0.0065, 0.2952], [0.2410, -0.9889, -0.4251], [0.4433, -0.0962, 2.0830], [1.9366, -0.0926, 1.1001], [1.5792, 2.1738, 0.5815], [1.3689, 2.0107, 2.1996], [1.7991, 5.4095, 1.1219], [2.2753, 5.7624, 1.9074], [1.8369, 4.4319, 1.2274]]}

---

Quick one: most stable of them? iv

---

i.
{"formula": "H2N3O2S", "method": "ωB97M-V/def2-TZVPD", "orbital_gap_ev": 6.80, "e_homo_ev": -2.70, "smiles": "[H]/N=[N+](\\[O-])N(O)[S-]", "total_charge": -1, "elements": ["H", "N", "N", "O", "N", "O", "S", "H"], "coordinates": [[-1.3992, -1.8047, 0.0853], [-0.4206, -1.6745, 0.0890], [-0.3869, -0.3614, 0.0477], [-1.4277, 0.3565, 0.0704], [0.7611, 0.2798, 0.0245], [0.6805, 1.6771, 0.0939], [2.2451, -0.4859, 0.0524], [-0.0523, 2.0131, -0.4633]]}

---

ii.
{"formula": "H2N3O2S", "method": "ωB97M-V/def2-TZVPD", "orbital_gap_ev": [7.69, 6.91], "e_homo_ev": [-3.97, -3.60], "total_charge": -1, "elements": ["N", "N", "N", "O", "O", "S", "H", "H"], "coordinates": [[1.5441, 0.8181, 1.4054], [-0.5822, -0.1976, -0.7249], [-0.7920, -0.7838, -1.8416], [-1.3387, -0.1158, -2.7387], [2.0009, 1.3486, 2.3651], [0.2336, -1.1464, 1.9845], [-0.1966, -0.6979, 0.1258], [-0.8692, 0.7748, -0.5755]]}

---

Quick one: most stable of them? ii